No. 1
Below is a cluster of 13 separate species, C5H36N2O13 in total at a distorted geometry, with properties calculated with ωB97M-V with the def2-TZVPD basis set.

Last column: Löwdin charge in e.
Cartesian coordinates (Å):
1 O 0.3358 -0.4354 1.2923  -0.068
2 O -0.3724 -2.7319 -4.0294  -0.081
3 O -1.0503 1.7058 3.6564  -0.062
4 O -3.1469 0.2753 1.3411  -0.062
5 O -1.6406 3.9723 -2.4505  -0.087
6 O 0.2083 3.0433 -0.8862  -0.101
7 O -2.4268 2.2032 -0.2609  -0.086
8 O 2.7474 -2.0016 0.7046  0.016
9 O -0.1758 -2.5616 2.2116  -0.068
10 O 0.8116 2.9085 2.2640  -0.048
11 O -1.8879 -0.7855 3.3976  -0.066
12 O -0.6536 -2.7054 -1.4451  -0.096
13 O 1.8784 -1.8088 3.6966  -0.075
14 N -0.9852 0.0122 -2.1836  -0.129
15 N 2.0076 -1.5198 -1.3731  0.071
16 C 2.5947 -1.1948 -0.2046  -0.549
17 C 1.5274 -0.5824 -2.3651  -0.164
18 C -1.1347 0.2905 -3.5896  -0.128
19 C 0.4345 0.3469 -1.7519  -0.181
20 C 3.2107 0.1763 -0.0510  0.008
21 H -0.5745 -3.3907 2.4911  0.092
22 H 0.4912 0.2615 -0.6579  0.077
23 H 2.4315 0.9320 0.1349  0.067
24 H 1.6553 2.6577 1.8281  0.078
25 H 1.0483 -0.3516 1.9297  0.035
26 H -2.7491 0.0816 2.2294  0.020
27 H 3.9141 0.1583 0.7579  0.078
28 H -0.6928 2.7260 -0.6456  0.011
29 H -1.5191 0.4838 -1.4666  0.077
30 H -0.3617 -0.2447 -4.1804  0.080
31 H 1.7921 -2.4831 -1.5800  0.139
32 H -3.2954 -0.6528 1.1136  0.067
33 H -0.2394 1.9628 3.1533  0.009
34 H -1.3156 -2.7713 -4.1975  0.037
35 H 2.7202 -2.2163 3.9241  0.042
36 H 0.5748 1.3776 -2.1104  0.087
37 H -2.0920 3.3471 -3.0423  0.028
38 H 3.7917 0.5082 -0.9434  0.097
39 H 0.1380 3.9314 -0.4936  0.077
40 H -0.2694 -2.9851 -3.0877  -0.004
41 H -1.3072 -0.0261 3.6462  0.047
42 H -0.1842 -1.2405 1.5589  -0.027
43 H -0.6539 -2.7315 -0.4808  0.040
44 H -3.2769 2.4604 -0.6174  0.055
45 H 2.2553 0.1548 -2.7902  0.124
46 H -2.5461 1.4567 0.3967  0.011
47 H -2.1088 -1.2761 4.1933  0.093
48 H -0.8326 3.4017 -2.3771  0.013
49 H -2.1182 -0.1405 -3.9040  0.089
50 H -1.4561 2.5437 3.8950  0.064
51 H 0.3948 2.9014 1.3817  0.035
52 H -1.2704 1.3768 -3.8058  0.070
53 H -0.8151 -1.8226 2.3982  0.029
54 H -0.9754 -1.7788 -1.6800  0.039
55 H 1.2849 -1.1659 -3.2463  0.094
56 H 1.8427 -1.9876 2.7411  -0.012

Orbital gap: 8.93 eV
Lowest unoccupied orbital energy: 0.1 eV
Relative energy (zero: lowest compared OMol25 entry of this formula, charge and spin): 100.1 kcal/mol
Total charge: 0
HOMO: -8.872 eV
E_tot: -1299.69687 hartree
Molecular weight: 332.344 g mol⁻¹

=====

No. 2
Below is a structure of composition C4H10N2O2 at a distorted geometry, with properties calculated with ωB97M-V with the def2-TZVPD basis set.

Last column: Löwdin charge in e.
Cartesian coordinates (Å):
1 O -1.8848 1.1774 0.8528  -0.003
2 O 1.0826 -1.7800 -0.5374  0.033
3 N 0.7442 1.7815 -0.0412  0.038
4 N 2.6321 -0.1804 -0.0637  0.167
5 C 1.3800 -0.6026 -0.3885  -0.548
6 C 0.3219 0.4727 -0.4112  -0.231
7 C -2.0808 -0.9866 -0.2796  -0.037
8 C -1.4134 0.1202 0.4899  -0.552
9 H 3.3677 -0.8685 -0.0483  0.112
10 H -0.2309 -0.3192 1.0154  0.143
11 H 0.0169 2.4580 -0.2417  0.084
12 H -2.9798 -1.3081 0.2471  0.089
13 H -2.3838 -0.5919 -1.2511  0.095
14 H -1.3904 -1.8155 -0.4299  0.077
15 H -0.8266 -0.6653 1.6800  0.211
16 H 2.8567 0.7988 -0.1525  0.091
17 H -0.1394 0.4700 -1.3963  0.140
18 H 0.9278 1.8394 0.9564  0.091

Orbital gap: 9.22 eV
Lowest unoccupied orbital energy: 0.8 eV
Relative energy (zero: lowest compared OMol25 entry of this formula, charge and spin): 110.7 kcal/mol
Total charge: 0
HOMO: -8.399 eV
E_tot: -418.28451 hartree
Molecular weight: 118.136 g mol⁻¹

=====

No. 3
Below is a structure of composition B5CaH20 at a distorted geometry, with properties calculated with ωB97M-V with the def2-TZVPD basis set.

Last column: Löwdin charge in e.
Cartesian coordinates (Å):
1 Ca -0.2847 -0.1364 -0.3252  0.928
2 B -1.1286 2.0667 -0.0292  -0.530
3 B 0.0459 -1.3576 2.3068  -0.495
4 B 1.1696 -0.0295 -2.1850  -0.540
5 B -2.3973 -1.3879 -0.9311  -0.502
6 B 2.3283 0.7849 0.8824  -0.540
7 H 0.0691 -0.1738 -2.5083  -0.079
8 H 3.3142 0.6386 1.6031  -0.074
9 H -2.6093 -0.3592 -0.4112  -0.066
10 H -0.3095 -1.6039 3.4501  -0.079
11 H -0.3628 -0.3134 1.9028  -0.092
12 H -1.8205 -1.9911 -0.1143  -0.074
13 H 2.1263 -0.1999 0.2366  -0.077
14 H -3.3968 -1.9957 -1.2687  -0.059
15 H -1.7261 -1.1136 -1.8468  -0.075
16 H 2.5142 1.7549 0.1670  -0.055
17 H 1.3225 -0.9136 -1.4414  -0.073
18 H -1.4005 1.4360 -0.9652  -0.084
19 H 1.2464 -1.4119 2.2052  -0.058
20 H -1.6038 1.4783 0.8669  -0.038
21 H 1.9770 -0.1369 -3.0890  -0.037
22 H -0.3059 -2.2601 1.5635  -0.068
23 H 1.3397 0.9283 -1.5544  -0.063
24 H 0.0229 2.0462 0.1227  -0.070
25 H 1.3856 1.0444 1.5776  -0.059
26 H -1.5161 3.2058 -0.2148  -0.043

Orbital gap: 6.27 eV
Lowest unoccupied orbital energy: 7.9 eV
Relative energy (zero: lowest compared OMol25 entry of this formula, charge and spin): 18.2 kcal/mol
Total charge: -3
HOMO: 1.634 eV
E_tot: -813.52115 hartree
Molecular weight: 114.298 g mol⁻¹

=====

No. 4
Below is a structure of composition C32H32IrN6O5S at a distorted geometry, with properties calculated with ωB97M-V with the def2-TZVPD basis set.

Last column: Löwdin charge in e.
Cartesian coordinates (Å):
1 Ir -0.0231 0.0568 -0.1278  1.445
2 S -0.2378 -3.0412 -2.0766  0.773
3 O 1.5798 -0.9912 -1.1174  -0.245
4 O 1.3177 -0.2797 1.8341  0.026
5 O -3.5615 -2.5170 -1.0647  0.164
6 O 1.6433 -1.4961 3.6530  0.184
7 O -2.1658 -0.7661 -1.1269  -0.031
8 N 1.9933 -2.2130 -0.9037  -0.204
9 N -2.0663 3.2175 2.5443  -0.071
10 N -3.6329 2.5712 0.8565  -0.077
11 N -0.7197 -1.7322 0.9305  0.045
12 N -1.5504 1.3398 1.0798  -0.132
13 N -3.2900 1.1903 2.7868  -0.079
14 C 1.1915 1.6620 -2.4955  -0.071
15 C -0.0871 -2.1482 2.0793  -0.160
16 C 1.4742 0.3608 -5.9524  -0.082
17 C -0.5006 -3.3043 2.7461  0.043
18 C 1.2584 -3.2884 -1.3234  -0.653
19 C 3.7520 -3.6355 -0.1835  -0.052
20 C 0.9805 -1.2793 2.5017  -0.392
21 C -4.2602 1.6667 1.8088  -0.151
22 C -0.0434 -0.1706 -3.6758  -0.079
23 C -2.5872 1.8707 0.1520  -0.157
24 C 0.6481 4.0150 -0.7088  -0.060
25 C 0.9207 5.1079 0.0905  -0.074
26 C 1.1208 2.7401 -0.3615  -0.308
27 C 2.2044 3.7097 1.5654  -0.073
28 C -2.7263 2.3346 3.4893  -0.155
29 C -0.1904 -0.9530 -4.8022  -0.102
30 C 3.2124 -2.3894 -0.3544  -0.018
31 C -1.0249 2.5085 1.8423  -0.159
32 C 1.6378 1.1334 -4.8240  -0.035
33 C 0.9108 0.8596 -3.6461  -0.227
34 C -1.8058 -2.4336 0.5138  -0.237
35 C -2.2394 0.4904 2.0890  -0.173
36 C -2.4916 -1.8568 -0.6321  -0.524
37 C 1.7861 -4.5755 -1.1453  -0.094
38 C 0.5717 -0.6991 -5.9382  -0.077
39 C -1.5704 -4.0397 2.2713  0.020
40 C -2.2485 -3.5864 1.1391  0.066
41 C -3.0555 3.6897 1.5866  -0.147
42 C 1.9181 2.6069 0.7834  -0.066
43 C 0.7767 1.5925 -1.1960  -0.247
44 C 3.0249 -4.7591 -0.5892  -0.055
45 C 1.6914 4.9567 1.2367  -0.073
46 H -3.9524 -2.0707 -1.8324  0.163
47 H -0.2750 2.1514 2.5518  0.137
48 H -3.8474 4.2159 2.1208  0.136
49 H 3.4325 -5.7507 -0.4758  0.113
50 H 1.9022 5.8134 1.8560  0.105
51 H 1.9067 2.4545 -2.7123  0.121
52 H -3.1024 -4.1116 0.7441  0.139
53 H -5.0692 2.1861 2.3243  0.136
54 H -3.0262 1.0416 -0.4056  0.111
55 H 3.7155 -1.4758 -0.0733  0.142
56 H 2.8183 3.5945 2.4481  0.109
57 H -0.8992 -1.7686 -4.8107  0.089
58 H -4.6728 0.8094 1.2711  0.133
59 H -0.6565 -0.3287 -2.7996  0.044
60 H 1.2847 -2.2358 4.1595  0.118
61 H -2.6886 -0.3724 1.5953  0.114
62 H 0.4656 -1.3204 -6.8145  0.101
63 H -0.5658 3.2064 1.1478  0.092
64 H 0.0118 -3.6390 3.6364  0.124
65 H 1.1857 -5.4053 -1.4798  0.103
66 H 0.0495 4.1165 -1.6025  0.119
67 H 2.3379 1.9592 -4.8288  0.110
68 H 2.0470 0.5757 -6.8446  0.104
69 H -2.5821 4.3721 0.8792  0.137
70 H -2.0071 1.9855 4.2337  0.134
71 H -3.5264 2.8800 3.9929  0.135
72 H 2.3172 1.6385 1.0426  0.091
73 H 4.7362 -3.7434 0.2410  0.110
74 H -1.4970 0.1563 2.8191  0.127
75 H -1.8849 -4.9411 2.7693  0.128
76 H 0.5423 6.0813 -0.1834  0.109
77 H -2.1010 2.5555 -0.5464  0.137

Orbital gap (alpha / beta): 4.92 / 4.92 eV
Lowest unoccupied orbital energy (alpha / beta): -4.7 / -4.7 eV
Total charge: +1
HOMO (alpha / beta): -9.586 / -9.588 eV
E_tot: -2445.53502 hartree
Molecular weight: 804.929 g mol⁻¹

=====

What is the formula in the fourth record?
C32H32IrN6O5S